# C57H139N5O15

15 unconnected molecules or ions with the total composition C57H139N5O15 (ωB97M-V/def2-TZVPD, the OMol25 dataset).

Each atom is followed by the atoms it is bonded to, with distances in Å.
Geometry (Å):
1 C -0.29 -10.16 0.49  C2 1.537, H12 1.090, H13 1.090, H14 1.090
2 C -0.25 -11.66 0.17  C1 1.537, C3 1.542, N7 1.483, C11 1.557
3 C 1.14 -12.14 -0.29  C2 1.542, C4 1.587, H15 1.090, H16 1.090
4 C 2.19 -12.14 0.91  C3 1.587, C5 1.562, H17 1.090, H18 1.090
5 C 1.62 -12.99 2.09  C4 1.562, C6 1.602, H19 1.090, H20 1.090
6 C 0.11 -12.67 2.52  C5 1.602, N7 1.474, C9 1.519, C10 1.522
7 N -0.72 -12.46 1.33  C2 1.483, C6 1.474, O8 1.372
8 O -2.03 -12.32 1.71  N7 1.372, H30 0.960
9 C -0.33 -13.87 3.35  C6 1.519, H21 1.090, H22 1.090, H23 1.090
10 C 0.15 -11.46 3.45  C6 1.522, H24 1.090, H25 1.090, H26 1.090
11 C -1.25 -11.72 -1.03  C2 1.557, H27 1.090, H28 1.090, H29 1.090
12 H -1.04 -9.84 1.21  C1 1.090
13 H -0.25 -9.49 -0.37  C1 1.090
14 H 0.62 -9.89 1.02  C1 1.090
15 H 1.09 -13.16 -0.66  C3 1.090
16 H 1.56 -11.60 -1.13  C3 1.090
17 H 2.33 -11.17 1.39  C4 1.090
18 H 3.18 -12.44 0.57  C4 1.090
19 H 2.33 -12.74 2.88  C5 1.090
20 H 1.76 -14.06 1.94  C5 1.090
21 H -0.46 -14.83 2.84  C9 1.090
22 H 0.33 -14.02 4.20  C9 1.090
23 H -1.37 -13.68 3.61  C9 1.090
24 H 0.35 -11.72 4.49  C10 1.090
25 H 0.83 -10.66 3.15  C10 1.090
26 H -0.83 -10.98 3.49  C10 1.090
27 H -0.84 -11.19 -1.89  C11 1.090
28 H -2.27 -11.41 -0.80  C11 1.090
29 H -1.32 -12.77 -1.29  C11 1.090
30 H -2.38 -13.21 1.63  O8 0.960
31 C -1.55 -4.57 8.53  C32 1.565, H42 1.090, H43 1.090, H44 1.090
32 C -0.47 -3.47 8.80  C31 1.565, C33 1.534, N37 1.512, C41 1.568
33 C 0.68 -4.13 9.56  C32 1.534, C34 1.546, H45 1.090, H46 1.090
34 C 1.75 -4.85 8.69  C33 1.546, C35 1.478, H47 1.090, H48 1.090
35 C 2.32 -3.86 7.75  C34 1.478, C36 1.574, H49 1.090, H50 1.090
36 C 1.29 -3.11 6.82  C35 1.574, N37 1.504, C39 1.567, C40 1.558
37 N 0.09 -2.68 7.64  C32 1.512, C36 1.504, O38 1.449
38 O -0.92 -2.03 6.83  N37 1.449, H60 0.960
39 C 1.98 -1.81 6.28  C36 1.567, H51 1.090, H52 1.090, H53 1.090
40 C 0.90 -4.07 5.67  C36 1.558, H54 1.090, H55 1.090, H56 1.090
41 C -1.05 -2.39 9.78  C32 1.568, H57 1.090, H58 1.090, H59 1.090
42 H -2.47 -4.15 8.12  C31 1.090
43 H -1.83 -5.08 9.46  C31 1.090
44 H -1.14 -5.37 7.92  C31 1.090
45 H 1.25 -3.57 10.30  C33 1.090
46 H 0.25 -4.92 10.18  C33 1.090
47 H 1.35 -5.65 8.07  C34 1.090
48 H 2.57 -5.26 9.27  C34 1.090
49 H 3.08 -4.37 7.16  C35 1.090
50 H 2.99 -3.25 8.34  C35 1.090
51 H 3.00 -2.03 5.95  C39 1.090
52 H 1.38 -1.31 5.53  C39 1.090
53 H 2.14 -1.10 7.09  C39 1.090
54 H 0.44 -3.58 4.81  C40 1.090
55 H 1.75 -4.49 5.12  C40 1.090
56 H 0.15 -4.84 5.84  C40 1.090
57 H -0.26 -1.79 10.24  C41 1.090
58 H -1.65 -2.85 10.57  C41 1.090
59 H -1.67 -1.63 9.32  C41 1.090
60 H -0.93 -1.12 7.14  O38 0.960
61 C 9.36 8.16 -1.67  C62 1.546, H72 1.090, H73 1.090, H74 1.090
62 C 9.10 7.49 -0.30  C61 1.546, C63 1.603, N67 1.509, C71 1.582
63 C 8.84 8.75 0.66  C62 1.603, C64 1.540, H75 1.090, H76 1.090
64 C 8.35 8.35 2.07  C63 1.540, C65 1.511, H77 1.090, H78 1.090
65 C 7.18 7.41 1.97  C64 1.511, C66 1.548, H79 1.090, H80 1.090
66 C 7.39 6.13 1.11  C65 1.548, N67 1.495, C69 1.503, C70 1.559
67 N 7.88 6.61 -0.22  C62 1.509, C66 1.495, O68 1.394
68 O 7.93 5.61 -1.19  N67 1.394, H90 0.960
69 C 8.21 5.16 1.90  C66 1.503, H81 1.090, H82 1.090, H83 1.090
70 C 6.01 5.44 0.90  C66 1.559, H84 1.090, H85 1.090, H86 1.090
71 C 10.47 6.88 0.19  C62 1.582, H87 1.090, H88 1.090, H89 1.090
72 H 10.17 8.88 -1.65  C61 1.090
73 H 8.54 8.77 -2.04  C61 1.090
74 H 9.50 7.44 -2.47  C61 1.090
75 H 9.77 9.31 0.71  C63 1.090
76 H 8.12 9.47 0.27  C63 1.090
77 H 8.00 9.24 2.60  C64 1.090
78 H 9.18 7.98 2.67  C64 1.090
79 H 6.36 8.00 1.56  C65 1.090
80 H 6.86 7.10 2.97  C65 1.090
81 H 8.43 4.26 1.33  C69 1.090
82 H 9.11 5.67 2.23  C69 1.090
83 H 7.67 4.79 2.78  C69 1.090
84 H 6.05 4.66 0.14  C70 1.090
85 H 5.76 4.91 1.81  C70 1.090
86 H 5.15 6.05 0.61  C70 1.090
87 H 10.59 5.88 -0.23  C71 1.090
88 H 10.57 6.98 1.27  C71 1.090
89 H 11.29 7.47 -0.21  C71 1.090
90 H 7.23 5.91 -1.77  O68 0.960
91 C -5.70 7.02 7.59  C92 1.540, H102 1.090, H103 1.090, H104 1.090
92 C -6.07 6.29 6.28  C91 1.540, C93 1.562, N97 1.508, C101 1.537
93 C -6.75 7.35 5.36  C92 1.562, C94 1.529, H105 1.090, H106 1.090
94 C -6.85 6.87 3.91  C93 1.529, C95 1.502, H107 1.090, H108 1.090
95 C -5.55 6.36 3.37  C94 1.502, C96 1.551, H109 1.090, H110 1.090
96 C -4.83 5.29 4.23  C95 1.551, N97 1.480, C99 1.589, C100 1.547
97 N -4.81 5.82 5.61  C92 1.508, C96 1.480, O98 1.365
98 O -4.11 4.98 6.43  N97 1.365, H120 0.960
99 C -5.44 3.87 3.86  C96 1.589, H111 1.090, H112 1.090, H113 1.090
100 C -3.34 5.28 3.78  C96 1.547, H114 1.090, H115 1.090, H116 1.090
101 C -7.00 5.11 6.60  C92 1.537, H117 1.090, H118 1.090, H119 1.090
102 H -6.55 7.53 8.04  C91 1.090
103 H -4.94 7.78 7.39  C91 1.090
104 H -5.33 6.26 8.28  C91 1.090
105 H -7.75 7.42 5.79  C93 1.090
106 H -6.32 8.34 5.52  C93 1.090
107 H -7.25 7.72 3.35  C94 1.090
108 H -7.56 6.04 3.87  C94 1.090
109 H -4.93 7.23 3.17  C95 1.090
110 H -5.88 5.90 2.44  C95 1.090
111 H -6.46 4.00 3.51  C99 1.090
112 H -4.78 3.32 3.19  C99 1.090
113 H -5.43 3.25 4.75  C99 1.090
114 H -2.77 6.21 3.86  C100 1.090
115 H -2.74 4.66 4.45  C100 1.090
116 H -3.16 5.01 2.74  C100 1.090
117 H -7.45 4.70 5.70  C101 1.090
118 H -7.90 5.42 7.13  C101 1.090
119 H -6.52 4.32 7.20  C101 1.090
120 H -3.64 5.67 6.91  O98 0.960
121 C 3.99 5.08 -9.92  C122 1.506, H132 1.090, H133 1.090, H134 1.090
122 C 3.52 6.19 -9.01  C121 1.506, C123 1.532, N127 1.466, C131 1.589
123 C 2.51 6.97 -9.86  C122 1.532, C124 1.590, H135 1.090, H136 1.090
124 C 1.72 8.05 -8.99  C123 1.590, C125 1.487, H137 1.090, H138 1.090
125 C 1.02 7.35 -7.88  C124 1.487, C126 1.535, H139 1.090, H140 1.090
126 C 1.95 6.59 -6.92  C125 1.535, N127 1.542, C129 1.549, C130 1.506
127 N 2.86 5.70 -7.79  C122 1.466, C126 1.542, O128 1.373
128 O 3.76 4.94 -7.09  N127 1.373, H150 0.960
129 C 2.73 7.55 -5.98  C126 1.549, H141 1.090, H142 1.090, H143 1.090
130 C 1.08 5.75 -6.02  C126 1.506, H144 1.090, H145 1.090, H146 1.090
131 C 4.67 7.22 -8.64  C122 1.589, H147 1.090, H148 1.090, H149 1.090
132 H 4.53 5.44 -10.79  C121 1.090
133 H 3.20 4.37 -10.14  C121 1.090
134 H 4.76 4.51 -9.41  C121 1.090
135 H 2.97 7.62 -10.60  C123 1.090
136 H 1.83 6.26 -10.33  C123 1.090
137 H 1.02 8.48 -9.69  C124 1.090
138 H 2.36 8.86 -8.63  C124 1.090
139 H 0.38 6.68 -8.45  C125 1.090
140 H 0.30 8.03 -7.43  C125 1.090
141 H 3.54 7.10 -5.41  C129 1.090
142 H 3.01 8.47 -6.49  C129 1.090
143 H 2.04 7.94 -5.23  C129 1.090
144 H 0.70 4.89 -6.56  C130 1.090
145 H 1.56 5.34 -5.13  C130 1.090
146 H 0.19 6.27 -5.67  C130 1.090
147 H 5.40 7.21 -9.45  C131 1.090
148 H 5.18 6.95 -7.72  C131 1.090
149 H 4.44 8.24 -8.33  C131 1.090
150 H 3.90 4.25 -7.74  O128 0.960
151 O -3.41 -4.83 -9.23  H152 0.957, H153 0.957
152 H -3.78 -5.65 -8.91  O151 0.957
153 H -2.48 -4.89 -9.02  O151 0.957
154 O -7.05 -1.85 -7.89  H155 0.957, H156 0.957
155 H -6.23 -2.32 -8.02  O154 0.957
156 H -7.37 -2.14 -7.04  O154 0.957
157 O -7.52 -4.28 -3.88  H158 0.957, H159 0.957
158 H -6.63 -4.27 -3.53  O157 0.957
159 H -7.78 -5.20 -3.84  O157 0.957
160 O -7.54 -0.34 -1.19  H161 0.957, H162 0.957
161 H -7.71 -1.21 -1.55  O160 0.957
162 H -7.09 -0.50 -0.36  O160 0.957
163 O 1.47 -2.16 -9.98  H164 0.957, H165 0.957
164 H 2.29 -1.76 -9.68  O163 0.957
165 H 0.88 -1.41 -10.12  O163 0.957
166 O 1.26 -6.96 -10.35  H167 0.957, H168 0.957
167 H 1.97 -7.21 -10.94  O166 0.957
168 H 1.35 -6.01 -10.26  O166 0.957
169 C -8.85 5.05 -3.88  C170 1.477, H173 1.090, H174 1.090, H175 1.090
170 C -7.71 5.39 -4.75  C169 1.477, C171 1.537, O172 1.387, H176 1.090
171 C -7.08 6.78 -4.57  C170 1.537, H177 1.090, H178 1.090, H179 1.090
172 O -6.68 4.49 -4.51  C170 1.387, H180 0.960
173 H -9.38 4.13 -4.16  C169 1.090
174 H -9.55 5.89 -3.92  C169 1.090
175 H -8.65 5.09 -2.81  C169 1.090
176 H -7.87 5.25 -5.82  C170 1.090
177 H -7.14 7.19 -3.57  C171 1.090
178 H -7.69 7.37 -5.26  C171 1.090
179 H -6.09 6.95 -5.01  C171 1.090
180 H -6.99 3.83 -3.89  O172 0.960
181 C 5.67 -2.39 -2.44  C182 1.546, H185 1.090, H186 1.090, H187 1.090
182 C 6.38 -3.70 -2.86  C181 1.546, C183 1.499, O184 1.434, H188 1.090
183 C 5.44 -4.64 -3.54  C182 1.499, H189 1.090, H190 1.090, H191 1.090
184 O 7.31 -3.37 -3.90  C182 1.434, H192 0.960
185 H 4.73 -2.48 -1.90  C181 1.090
186 H 5.59 -1.70 -3.28  C181 1.090
187 H 6.27 -1.91 -1.67  C181 1.090
188 H 6.96 -4.16 -2.06  C182 1.090
189 H 4.79 -4.01 -4.15  C183 1.090
190 H 4.75 -5.03 -2.80  C183 1.090
191 H 5.92 -5.40 -4.17  C183 1.090
192 H 7.99 -4.05 -3.83  O184 0.960
193 C -7.54 -3.90 3.79  C194 1.526, H197 1.090, H198 1.090, H199 1.090
194 C -6.44 -4.77 3.20  C193 1.526, C195 1.435, O196 1.418, H200 1.090
195 C -6.97 -5.75 2.29  C194 1.435, H201 1.090, H202 1.090, H203 1.090
196 O -5.42 -3.95 2.66  C194 1.418, H204 0.960
197 H -8.26 -3.44 3.10  C193 1.090
198 H -7.21 -3.17 4.52  C193 1.090
199 H -8.19 -4.60 4.32  C193 1.090
200 H -6.02 -5.41 3.99  C194 1.090
201 H -7.42 -5.36 1.38  C195 1.090
202 H -7.78 -6.36 2.66  C195 1.090
203 H -6.15 -6.39 1.97  C195 1.090
204 H -4.87 -3.64 3.38  O196 0.960
205 C -0.83 -2.06 -3.97  C206 1.527, H209 1.090, H210 1.090, H211 1.090
206 C -0.92 -2.18 -2.45  C205 1.527, C207 1.511, O208 1.360, H212 1.090
207 C -0.99 -0.85 -1.73  C206 1.511, H213 1.090, H214 1.090, H215 1.090
208 O -2.03 -2.90 -2.14  C206 1.360, H216 0.960
209 H -0.79 -3.06 -4.41  C205 1.090
210 H 0.06 -1.53 -4.29  C205 1.090
211 H -1.64 -1.48 -4.43  C205 1.090
212 H -0.06 -2.77 -2.13  C206 1.090
213 H -0.98 -0.94 -0.64  C207 1.090
214 H -1.81 -0.27 -2.13  C207 1.090
215 H -0.05 -0.32 -1.91  C207 1.090
216 H -2.19 -2.80 -1.19  O208 0.960

Output
F_max, eV/A: 3.53
Calculated total energy, eV: -99514.75259
Orbital gap, eV: 8.0